(1)
{"formula": "C5H13N3", "method": "ωB97M-V/def2-TZVPD", "relative_energy_ev": 6.774, "lumo_energy_ev": 0.623, "molar_mass_da": 115.2, "spin_multiplicity": 1, "gap_ha": 0.282, "e_tot_ha": -362.3333, "symbols": ["C", "C", "N", "N", "H", "H", "H", "H", "H", "H", "H", "H", "C", "C", "C", "N", "H", "H", "H", "H", "H"], "coordinates": [[-0.69724, 1.53325, 0.34362], [-2.38228, -0.27272, 0.47496], [-1.00550, 0.11242, 0.10454], [-0.63235, -0.27529, -1.23326], [-1.07761, -1.16990, -1.44289], [0.69849, -0.05366, -1.32047], [-1.34262, 2.13245, -0.29632], [-0.84455, 1.75037, 1.40170], [-2.54877, -0.01049, 1.52082], [-2.49211, -1.34972, 0.36399], [-3.07120, 0.23288, -0.20233], [0.33723, 1.71213, 0.06942], [0.10521, -0.91726, 0.68225], [2.05017, -0.23902, -0.97870], [2.90249, 0.75576, -0.73552], [-0.22875, -2.12240, 0.83175], [0.40472, -2.62821, 1.44506], [0.80195, -0.35530, 1.30130], [2.47571, -1.24283, -1.05938], [2.57026, 1.78865, -0.65113], [3.97674, 0.61889, -0.61942]], "forces_ev_per_a": [[0.1087, -0.3843, 0.0291], [0.1579, 0.0643, 0.0539], [1.9571, -3.1257, 0.3527], [-1.8585, 1.3556, -2.0935], [0.1418, 0.1998, 0.3345], [2.0666, -1.0560, 0.8865], [-0.0599, -0.0777, 0.0501], [-0.0900, 0.0528, -0.0566], [-0.1207, 0.0963, -0.0781], [0.1616, 0.0795, -0.0320], [0.1064, 0.1022, 0.1020], [0.0803, -0.0688, -0.0439], [-2.7603, 0.9402, 2.8709], [-0.8373, 0.9809, -1.0327], [0.2143, -0.1604, 0.1049], [-0.0074, 0.9260, -0.4009], [0.2561, 0.0708, -0.3780], [0.4806, -0.0357, -0.7328], [0.0040, -0.0409, 0.0339], [-0.0178, 0.0736, -0.0962], [0.0163, 0.0076, 0.1265]]}

***

(2)
{"formula": "C7H14N2S", "method": "ωB97M-V/def2-TZVPD", "relative_energy_ev": 0.563, "lumo_energy_ev": 0.819, "molar_mass_da": 158.3, "spin_multiplicity": 1, "smiles": "CCc1c[nH]cn1.CSC", "gap_ha": 0.342, "e_tot_ha": -782.8105, "symbols": ["C", "C", "C", "C", "N", "C", "N", "H", "H", "H", "H", "H", "H", "H", "H", "C", "S", "C", "H", "H", "H", "H", "H", "H"], "coordinates": [[1.51639, -0.98345, 1.82301], [0.81638, 0.32413, 1.44244], [-0.59596, 0.32542, 1.92510], [-1.65453, -0.39851, 1.47051], [-2.67331, -0.20033, 2.37508], [-2.19890, 0.61839, 3.33108], [-0.95773, 0.94449, 3.10549], [1.66769, -1.01755, 2.89842], [2.51136, -1.03431, 1.36633], [0.97321, -1.87667, 1.51450], [1.39954, 1.10070, 1.91265], [0.78895, 0.49378, 0.37191], [-1.80189, -1.12180, 0.68197], [-3.57999, -0.64579, 2.37259], [-2.79539, 0.97238, 4.14952], [-0.48407, 0.89072, -3.20115], [0.35933, -0.66369, -2.74826], [1.91670, -0.38365, -3.61831], [0.10091, 1.68772, -2.74260], [-0.57207, 1.01772, -4.27901], [-1.44885, 0.81058, -2.72195], [2.53586, -1.27033, -3.73953], [2.49355, 0.37948, -3.08750], [1.68283, 0.03059, -4.60230]], "forces_ev_per_a": [[0.4515, -0.0765, -0.4057], [-0.2844, -0.5431, 0.0193], [0.0766, -0.0141, 0.7940], [-0.4831, -0.5980, -0.2748], [-0.4226, -0.2548, -0.1062], [0.1392, 0.2022, 0.1283], [0.3255, 0.3732, -0.0704], [-0.1294, -0.0755, 0.1603], [-0.0985, 0.0183, 0.0145], [-0.1107, 0.0726, -0.0120], [-0.1795, 0.6015, 0.0523], [0.3392, -0.1205, -0.2935], [0.2577, 0.2526, -0.1271], [0.2498, 0.1703, -0.1096], [-0.1203, -0.0102, 0.1796], [0.8246, -0.5478, 0.4979], [-0.1175, -0.2202, -0.3115], [0.0569, 0.8461, -0.0988], [-0.2695, 0.2508, -0.1947], [-0.0331, -0.0480, 0.0646], [-0.3068, 0.2254, -0.0250], [-0.3064, -0.1347, 0.1682], [0.0532, -0.1488, -0.0197], [0.0874, -0.2208, -0.0300]]}

***

(3)
{"formula": "C11H10ClNSeYb", "method": "ωB97M-V/def2-TZVPD", "relative_energy_ev": 1.328, "charge": -1, "lumo_energy_ev": [2.700, 2.700], "molar_mass_da": 443.7, "spin_multiplicity": 2, "gap_ha": [0.238, 0.238], "e_tot_ha": -4500.3351, "symbols": ["C", "C", "C", "H", "C", "C", "H", "H", "H", "H", "Yb", "Cl", "C", "C", "C", "H", "C", "C", "H", "H", "H", "H", "Se", "C", "N"], "coordinates": [[-2.29167, -0.93989, 0.08851], [-1.68734, -1.13019, -1.19633], [-1.45988, 0.16505, -1.76271], [-1.35478, -2.10379, -1.61693], [-1.91058, 1.15429, -0.82616], [-2.42875, 0.46726, 0.31708], [-2.78684, 0.93575, 1.25972], [-2.52981, -1.73958, 0.82070], [-0.93811, 0.36982, -2.72185], [-1.77053, 2.25151, -0.91340], [-0.03747, -0.02711, 0.19901], [0.17345, -2.16175, 1.68440], [2.42144, 0.12935, 0.44194], [2.02151, 1.36601, -0.15571], [1.52850, 1.07890, -1.47288], [1.99152, 2.35785, 0.35111], [1.61988, -0.32846, -1.68609], [2.17384, -0.92201, -0.50662], [2.26528, -2.01323, -0.30803], [2.70482, -0.01666, 1.50665], [1.06787, 1.82009, -2.16016], [1.24477, -0.89151, -2.56850], [-0.00065, 0.00874, 5.21836], [-0.00107, 0.00901, 3.60632], [-0.01541, 0.16057, 2.40154]], "forces_ev_per_a": [[-0.8452, 0.0264, -0.0235], [-0.5326, 0.1307, -0.2014], [-0.5583, 0.1023, -0.5012], [-0.4018, 0.9191, 0.3501], [-0.1511, -0.0032, -0.3124], [-0.5837, -0.2702, 0.0381], [0.3179, -0.4713, -0.9396], [0.2789, 0.8078, -0.7441], [-0.6057, -0.1854, 0.9004], [-0.2539, -0.9298, -0.0445], [1.5593, -1.0943, 2.2106], [0.1814, -2.6177, -1.3921], [0.3141, -0.2292, -0.0937], [0.0569, 0.0022, -0.1436], [-0.0074, 0.4296, 0.0815], [0.1509, -0.9530, -0.5313], [0.2161, -0.2797, 0.0294], [0.4077, 0.1638, 0.0011], [-0.0011, 1.1707, -0.1843], [-0.1586, 0.1331, -1.0922], [0.5244, -0.6731, 0.5618], [0.4581, 0.5921, 0.7645], [0.0477, -0.3975, 7.0069], [-0.1925, 1.8864, -10.6573], [-0.2216, 1.7402, 4.9169]]}

***

(4)
{"formula": "C7H14", "method": "ωB97M-V/def2-TZVPD", "relative_energy_ev": 4.514, "lumo_energy_ev": 0.764, "molar_mass_da": 98.2, "spin_multiplicity": 1, "gap_ha": 0.317, "e_tot_ha": -274.9504, "symbols": ["C", "C", "C", "C", "C", "C", "C", "H", "H", "H", "H", "H", "H", "H", "H", "H", "H", "H", "H", "H", "H"], "coordinates": [[-3.04356, 0.46295, 0.06721], [-0.50398, -0.72678, -1.04598], [0.22985, 0.51176, -1.34657], [1.32644, -0.49146, -0.79706], [2.54907, 0.17599, -0.17644], [0.23386, -1.06141, 0.20105], [0.12899, -0.28741, 1.51141], [-2.28154, 1.19122, 0.36051], [-3.85284, 0.97760, -0.45640], [-3.43606, -0.03273, 0.95908], [-2.60385, -0.28501, -0.60296], [0.24192, 0.84744, -2.38538], [0.22878, 1.36240, -0.65543], [1.64786, -1.22578, -1.53496], [2.27697, 0.93395, 0.56289], [3.18131, -0.57145, 0.31486], [3.13957, 0.65990, -0.96100], [0.26145, -2.13607, 0.40867], [-0.77139, -0.60969, 2.04533], [0.05800, 0.79525, 1.37122], [0.98915, -0.49068, 2.15996]], "forces_ev_per_a": [[-0.0060, 0.0317, 0.0222], [0.1327, 0.1045, 0.0807], [-0.0863, 0.1321, -0.1502], [0.2914, -0.0655, -0.0551], [0.0483, 0.0538, 0.0731], [-0.0605, -0.1822, 0.1013], [-0.0143, 0.0864, 0.0231], [-0.1488, -0.1272, -0.0496], [0.0975, -0.0764, 0.0899], [0.0400, 0.0849, -0.1343], [-0.1324, 0.1170, 0.1082], [0.0005, -0.0651, 0.1591], [0.0080, -0.1635, -0.0480], [-0.0665, 0.0981, 0.1079], [0.0279, -0.1174, -0.1149], [-0.0872, 0.0917, -0.0723], [-0.0775, -0.0610, 0.1077], [-0.0081, 0.1559, -0.0443], [0.1361, 0.0351, -0.0945], [0.0130, -0.1583, 0.0050], [-0.1076, 0.0254, -0.1150]]}